## i
{"formula": "C7H7NO2", "method": "ωB97M-V/def2-TZVPD", "orbital_gap_ev": [7.55, 7.55], "symbols": ["C", "C", "C", "C", "C", "C", "C", "N", "O", "O", "H", "H", "H", "H", "H", "H", "H"], "positions_angstrom": [[0.70370, 2.50757, 1.42795], [0.24956, 1.71570, 0.61171], [-0.61799, -0.59785, 1.39926], [1.21112, -0.79965, -1.08142], [-0.08357, -0.13199, -1.29051], [-0.02453, -1.53993, -0.67110], [-0.38894, 0.96689, -0.33604], [-0.37759, -1.63369, 0.67234], [-0.87493, -0.31922, 2.53572], [-1.72260, 1.57002, -0.69316], [1.13164, 3.17948, 2.16243], [1.82416, -1.22135, -1.99014], [1.90953, -0.46347, -0.28385], [-0.46037, -0.02799, -2.34655], [-0.36209, -2.40048, -1.40768], [-0.04322, -2.52041, 1.09008], [-2.07386, 1.71635, 0.20095]], "mulliken_charge": [-0.004, -0.214, 0.442, -0.656, -0.278, -0.220, -0.110, -0.102, -0.511, -0.562, 0.413, 0.242, 0.255, 0.360, 0.294, 0.294, 0.358]}



## ii
{"formula": "C7H7NO2", "method": "ωB97M-V/def2-TZVPD", "orbital_gap_ev": [8.36, 5.88], "symbols": ["C", "C", "C", "C", "C", "C", "C", "N", "O", "O", "H", "H", "H", "H", "H", "H", "H"], "positions_angstrom": [[-0.69777, -1.40458, -0.87773], [0.47454, -1.88600, -0.33597], [-0.33286, -0.56165, 1.21593], [-1.27516, -0.59721, 0.13536], [-2.32803, 0.19704, -0.01820], [1.29691, 1.41324, -0.52546], [0.21392, 2.30675, -0.14912], [0.64462, -1.40096, 0.91899], [-3.29285, 0.83222, -0.15209], [0.76525, 1.45910, 0.82788], [-0.98608, -1.56478, -1.92043], [1.22144, -2.42978, -0.80465], [-0.39163, -0.21118, 2.22106], [1.00177, 0.60583, -1.21425], [2.30536, 1.73007, -0.58933], [-0.04623, 3.40274, 0.04929], [1.42679, -1.89086, 1.21870]], "mulliken_charge": [-0.637, -0.553, -0.873, 0.771, 0.283, -0.080, -0.361, 0.122, -0.413, -0.294, 0.372, 0.402, 0.436, 0.150, 0.284, 0.221, 0.171]}



i wins, 0.0514 hartree ahead of the next structure.



## i
{"formula": "C2H8N4O", "method": "ωB97M-V/def2-TZVPD", "orbital_gap_ev": 10.41, "smiles": "[H]/N=C/N.NC(N)=O", "symbols": ["H", "N", "C", "N", "H", "H", "H", "N", "C", "N", "O", "H", "H", "H", "H"], "positions_angstrom": [[0.02149, 1.60194, 0.86046], [-0.84079, 1.45389, 0.33171], [-1.79021, 1.24421, 1.12900], [-3.14739, 1.28337, 0.67468], [-1.66818, 0.95428, 2.18059], [-3.61723, 2.05403, 1.14368], [-3.64213, 0.46202, 1.01561], [0.76700, -0.97741, -0.43726], [1.97347, -0.65753, -0.99097], [2.70942, -1.76676, -1.42582], [2.36038, 0.47872, -1.16416], [0.38084, -1.87235, -0.68333], [0.11751, -0.24145, -0.20077], [3.64892, -1.47639, -1.65756], [2.72690, -2.54057, -0.77587]], "mulliken_charge": [0.284, -0.705, 0.156, -0.645, 0.325, 0.264, 0.262, -0.335, 0.497, -0.531, -0.596, 0.215, 0.298, 0.270, 0.242]}



## ii
{"formula": "C2H8N4O", "method": "ωB97M-V/def2-TZVPD", "orbital_gap_ev": 8.89, "smiles": "CN/C(=N\\N)NO", "symbols": ["C", "N", "C", "N", "N", "N", "O", "H", "H", "H", "H", "H", "H", "H", "H"], "positions_angstrom": [[2.00630, -1.05346, 0.43144], [1.00110, -0.78678, -0.56256], [-0.17226, -0.09625, -0.16840], [-0.25432, 1.16713, 0.05934], [0.86127, 1.95320, -0.12794], [-1.33189, -0.90384, -0.14573], [-2.47193, -0.16630, 0.19209], [1.69301, -1.79592, 1.18067], [2.88592, -1.46541, -0.04183], [2.30931, -0.13102, 0.92501], [0.69957, -1.61858, -1.07866], [0.80564, 2.73639, 0.49961], [1.75773, 1.46063, -0.12762], [-1.23684, -1.65550, 0.54722], [-2.07628, 0.69012, 0.41882]], "mulliken_charge": [-0.772, -0.390, 0.477, -0.354, -0.552, -0.257, -0.423, 0.272, 0.322, 0.245, 0.304, 0.242, 0.246, 0.234, 0.407]}



i wins, 0.1092 hartree ahead of the next structure.



## i
{"formula": "C2H8N4O", "method": "ωB97M-V/def2-TZVPD", "orbital_gap_ev": 9.51, "smiles": "CN/C(=N\\N)NO", "symbols": ["C", "N", "C", "N", "N", "N", "O", "H", "H", "H", "H", "H", "H", "H", "H"], "positions_angstrom": [[1.56729, -0.99029, 0.30293], [0.48285, -0.91797, -0.70052], [-0.52708, -0.15156, -0.31101], [-0.53581, 1.09029, -0.00097], [0.46834, 2.11818, -0.37885], [-1.82567, -0.86540, -0.30993], [-2.91538, 0.08635, 0.08351], [1.33159, -1.64938, 1.25084], [2.49537, -1.25019, -0.24559], [1.68200, 0.09623, 0.81337], [0.15463, -1.75598, -1.16040], [0.37730, 2.82984, 0.45782], [1.41994, 1.85159, -0.31979], [-1.78693, -1.44070, 0.55652], [-2.38844, 0.94898, -0.03791]], "mulliken_charge": [-0.737, -0.257, 0.540, -0.365, -0.578, -0.385, -0.442, 0.246, 0.290, 0.223, 0.298, 0.276, 0.243, 0.264, 0.384]}



## ii
{"formula": "C2H8N4O", "method": "ωB97M-V/def2-TZVPD", "orbital_gap_ev": [8.98, 8.98], "smiles": "CN(C)N(N)N=O", "symbols": ["C", "N", "C", "N", "N", "N", "O", "H", "H", "H", "H", "H", "H", "H", "H"], "positions_angstrom": [[-0.89422, -1.34787, 0.35404], [-0.37895, -0.18397, -0.30412], [0.55348, -0.53401, -1.36535], [-0.01490, 0.87251, 0.54780], [-0.65024, 2.07217, 0.52861], [1.26727, 0.93531, 1.35339], [1.90020, -0.09492, 1.50412], [-1.23382, -2.07942, -0.29372], [-0.13659, -1.83352, 0.83026], [-1.78844, -0.96132, 1.03208], [1.34534, -1.38426, -1.11073], [-0.13063, -0.88847, -2.23627], [1.07941, 0.41035, -1.45529], [-0.25893, 2.79579, 1.09685], [-0.65899, 2.22162, -0.48166]], "mulliken_charge": [-0.944, -0.107, -0.840, 0.501, -0.654, -0.028, -0.372, 0.379, 0.411, 0.243, 0.243, 0.288, 0.374, 0.282, 0.224]}



## iii
{"formula": "C2H8N4O", "method": "ωB97M-V/def2-TZVPD", "orbital_gap_ev": 9.45, "smiles": "C/C(=N\\N)ONN", "symbols": ["C", "C", "N", "N", "O", "N", "N", "H", "H", "H", "H", "H", "H", "H", "H"], "positions_angstrom": [[0.39615, 1.22595, -0.50621], [0.41785, -0.00791, 0.37216], [1.46523, -0.68845, 0.67935], [2.66407, -0.43558, 0.12189], [-0.62232, -0.10914, 1.27954], [-1.60750, -1.01135, 0.72835], [-2.69027, -0.27624, 0.27479], [0.73083, 0.98937, -1.51840], [1.04748, 1.99501, -0.09187], [-0.61574, 1.62587, -0.54100], [3.26521, -1.24596, 0.14152], [2.70633, 0.09978, -0.74084], [-0.91429, -1.42758, -0.04237], [-3.55836, -0.71149, 0.55643], [-2.68467, -0.02230, -0.71335]], "mulliken_charge": [-1.257, 0.448, -0.215, -0.430, -0.242, -0.157, -0.349, 0.343, 0.322, 0.355, 0.245, 0.190, 0.317, 0.238, 0.191]}



i wins, 0.0105 hartree ahead of the next structure.